74
Properties=species:S:1:pos:R:3:forces:R:3 method="wB97M-V/def2-TZVPD" charge=+1 e_above_lowest_kj_mol=17.9 e_tot_ha=-4157.5295 homo_ha="-0.433 / -0.433" homo_lumo_gap_ev="7.69 / 7.69"
Co -0.85360 0.68247 -0.20987 0.1920 0.0739 -0.0208
C -3.99886 2.58014 0.05036 -0.0041 -0.0083 -0.0007
C -3.57913 1.21313 0.56371 -0.0069 -0.0112 0.0020
C -4.46245 0.69061 1.67460 0.0011 0.0048 0.0140
O -2.19863 1.29097 1.06195 0.0145 0.0104 -0.0098
C -3.52581 0.23140 -0.61478 0.1215 -0.0321 -0.1308
O -4.53451 -0.25998 -1.04704 0.0200 0.0271 0.0470
O -2.32175 0.02416 -1.12674 -0.2117 -0.1400 0.0947
H -4.01879 3.30656 0.86618 0.0008 -0.0058 0.0065
H -5.00085 2.51276 -0.37030 0.0018 -0.0006 0.0014
H -3.32054 2.93284 -0.72866 -0.0015 -0.0024 0.0022
H -4.49549 1.39995 2.50290 -0.0053 0.0063 -0.0004
H -4.09424 -0.26853 2.03951 0.0021 -0.0046 -0.0052
H -5.47009 0.54804 1.28880 0.0048 -0.0060 0.0013
H -2.03376 2.12354 1.52430 -0.0214 -0.0099 -0.0055
N 1.31161 -1.11428 -0.03428 0.0991 -0.0472 0.0089
P 0.73589 -0.36670 -1.44405 0.0153 0.2080 -0.0126
C 0.32036 -1.64187 -2.63952 -0.0150 -0.0073 0.0121
C -0.94553 -1.73964 -3.21021 -0.0020 0.0083 0.0377
C -1.20673 -2.75508 -4.12229 0.0110 0.0010 0.0055
C -0.21685 -3.66581 -4.45369 -0.0223 -0.0031 -0.0139
C 1.04972 -3.56582 -3.88757 0.0340 -0.0059 0.0029
C 1.32384 -2.55169 -2.98949 -0.0266 0.0043 0.0041
C 2.15902 0.48436 -2.14563 -0.0492 -0.0346 -0.0828
C 2.24344 0.65450 -3.52768 0.0089 -0.0215 0.0178
C 3.29649 1.37072 -4.07090 0.0154 0.0177 0.0165
C 4.26664 1.91789 -3.24069 -0.0135 0.0032 -0.0295
C 4.18608 1.75028 -1.86570 0.0001 -0.0061 0.0201
C 3.12968 1.04055 -1.31646 0.0197 -0.0089 0.0257
P 0.13410 -0.75596 1.09707 -0.1988 -0.0947 0.1363
C -0.84864 -2.22943 1.42433 -0.0469 0.0246 -0.1128
C -0.55705 -3.05633 2.51114 -0.0003 0.0182 0.0918
C -1.24807 -4.24526 2.67912 -0.0111 -0.0248 0.0095
C -2.22576 -4.62033 1.76795 0.0165 0.0148 0.0073
C -2.51085 -3.80822 0.67924 0.0252 -0.0032 -0.0152
C -1.82305 -2.61871 0.50161 0.0105 -0.0883 0.0442
C 0.93094 -0.33157 2.63689 0.0692 0.0273 -0.0351
C 2.29317 -0.04770 2.66209 0.0026 -0.0209 0.0100
C 2.89490 0.33663 3.85112 -0.0083 0.0078 0.0147
C 2.13579 0.44784 5.00618 -0.0100 0.0056 -0.0073
C 0.77426 0.16596 4.98202 0.0158 -0.0060 0.0165
C 0.17007 -0.22364 3.80163 -0.0408 -0.0177 -0.0084
H 1.92589 -1.91824 0.00395 0.0088 -0.0131 -0.0280
H -1.72147 -1.04153 -2.92990 -0.0006 -0.0041 -0.0252
H -2.18905 -2.83194 -4.56845 0.0000 0.0026 0.0007
H -0.42673 -4.45756 -5.16082 0.0007 0.0040 0.0013
H 1.82350 -4.27261 -4.15576 -0.0044 0.0009 -0.0007
H 2.32246 -2.45850 -2.57552 -0.0046 -0.0026 0.0005
H 1.48930 0.22900 -4.17788 -0.0009 0.0014 0.0013
H 3.36051 1.50275 -5.14243 0.0000 0.0001 0.0031
H 5.08791 2.47790 -3.66779 -0.0005 -0.0036 0.0000
H 4.94303 2.17592 -1.22012 -0.0051 -0.0007 -0.0028
H 3.05550 0.92640 -0.24283 0.0016 0.0053 0.0196
H 0.20208 -2.77834 3.23043 -0.0053 -0.0127 -0.0331
H -1.02147 -4.87823 3.52653 0.0034 -0.0092 -0.0101
H -2.76196 -5.55023 1.90333 -0.0081 0.0069 0.0136
H -3.26740 -4.09820 -0.03756 -0.0015 0.0046 0.0075
H -2.04108 -2.00681 -0.36041 -0.0376 0.0646 -0.0445
H 2.88545 -0.13385 1.76098 0.0036 0.0121 -0.0145
H 3.95494 0.55036 3.87447 -0.0014 -0.0005 -0.0021
H 2.60516 0.75458 5.93138 -0.0020 -0.0034 -0.0007
H 0.18626 0.25105 5.88580 0.0005 0.0048 -0.0022
H -0.89208 -0.43832 3.78232 0.0007 0.0061 0.0034
F 0.15500 2.47830 -2.17689 -0.0144 0.0214 0.0013
C 0.62061 2.90886 -0.98198 0.0000 -0.0002 0.0118
C 0.30513 2.18464 0.16064 0.0781 0.0703 -0.0409
C 0.67916 2.79911 1.34362 0.0064 -0.0133 -0.0182
F 0.24371 2.31687 2.52598 -0.0113 0.0118 0.0133
C 1.44012 3.95565 1.39899 -0.0206 -0.0311 0.0077
F 1.78734 4.47954 2.57097 0.0088 0.0176 0.0271
C 1.80913 4.58498 0.22319 -0.0338 -0.0291 -0.0311
F 2.53210 5.69398 0.25625 0.0302 0.0457 -0.0014
C 1.37127 4.06912 -0.98500 -0.0054 -0.0139 -0.0040
F 1.67069 4.68660 -2.12267 0.0080 0.0052 -0.0126